[1]
The following is a DFT calculation (the ωB97M-V functional and the def2-TZVPD basis) of a molecular structure, C37H49N5OS4Si2Ti at a distorted geometry.

HOMO-LUMO gap	4.5	eV
net charge	-2
energy relative to the best compared isomer or geometry (same formula, charge and spin)	21.5	kcal/mol
E_LUMO	4.12	eV

Each line ends with the Löwdin charge.
Cartesian coordinates (Å):
Ti -0.17 -0.08 1.25  0.3700
S -1.52 -1.77 2.47  0.6396
S 1.66 -1.57 1.54  0.6944
S 0.66 1.81 -0.07  0.6823
S -2.07 0.07 -0.27  0.9071
Si -3.13 3.04 0.65  0.4003
Si 1.80 0.77 3.65  0.3909
O 1.21 -0.41 -2.33  0.0294
N 0.21 0.87 2.91  -0.2336
N -0.41 -2.45 -0.93  0.1017
N 3.09 0.23 -3.43  -0.0820
N 1.33 -0.86 -4.55  -0.0803
N -2.01 2.21 1.62  -0.1052
C 0.99 -2.95 2.39  -0.6332
C -4.71 3.75 1.49  -0.1982
C 1.85 -4.01 2.68  -0.1370
C 1.43 -5.11 3.41  -0.1251
C -1.68 -2.63 -1.20  -0.4060
C 0.07 2.55 -2.61  -0.1370
C 2.10 -0.69 4.83  -0.1641
C -0.75 -4.12 3.57  -0.1426
C 2.14 -1.01 -5.73  -0.1891
C 3.04 0.21 -5.86  -0.1676
C -2.67 -1.55 -0.82  -0.3638
C -0.34 -3.01 2.82  -0.6605
C 3.90 0.29 -4.62  -0.1935
C 0.12 -5.16 3.87  -0.1270
C -0.30 1.74 -1.52  -0.6738
C -0.82 1.59 4.99  -0.1065
C -0.59 2.48 -3.82  -0.1001
C -2.06 0.83 -2.92  -0.1277
C 0.12 -1.67 -4.48  -0.0338
C 0.49 -3.44 -1.34  -0.4006
C -2.21 3.53 3.69  -0.0711
C 1.84 -3.25 -1.30  -0.0627
C -1.65 1.60 -3.99  -0.0977
C -1.40 0.89 -1.70  -0.4952
C -1.38 -4.82 -2.09  -0.1517
C -3.96 2.02 -0.72  -0.2438
C 2.15 2.27 4.77  -0.1851
C -2.25 -3.75 -1.80  -0.1198
C -0.05 -4.68 -1.86  -0.0970
C -0.78 1.60 3.59  -0.3161
C 3.22 0.99 2.40  -0.2279
C -2.32 4.49 -0.29  -0.1694
C 1.84 -0.36 -3.37  -0.4630
C -1.70 2.46 2.90  -0.3433
C 3.73 0.64 -2.20  -0.0417
C -1.49 2.54 5.75  -0.1513
C -2.11 3.58 5.07  -0.1452
H -3.25 -1.87 0.05  0.0643
H -5.57 3.68 0.82  0.0031
H 2.29 -2.32 -0.97  -0.0185
H 0.34 -2.72 -4.66  0.0912
H 0.64 -5.50 -2.06  0.0821
H -1.63 5.04 0.35  0.0205
H -3.29 1.83 -1.57  -0.0232
H -0.30 -1.57 -3.48  0.0729
H 0.90 3.23 -2.47  0.0983
H -0.61 -1.32 -5.22  0.0810
H -2.91 0.16 -3.03  0.1092
H 1.48 -1.10 -6.60  0.1148
H 4.46 1.23 -4.61  0.1135
H -4.94 3.18 2.39  0.0185
H -1.47 2.49 6.83  0.0761
H 3.89 0.14 2.41  0.0119
H -0.27 0.80 5.49  0.0857
H -2.54 4.42 5.61  0.0805
H 1.26 -0.82 5.51  0.0234
H 2.83 1.09 1.38  -0.0477
H -3.32 -3.81 -1.98  0.0714
H 3.00 -0.51 5.43  0.0235
H -4.61 4.80 1.80  0.0074
H -3.06 5.20 -0.69  0.0139
H -1.78 -5.75 -2.50  0.0796
H -3.36 -1.39 -1.65  0.0737
H 2.23 -1.64 4.30  -0.0052
H 2.03 3.20 4.22  0.0337
H -1.78 -4.15 3.91  0.0874
H 2.87 -3.95 2.31  0.0955
H 2.12 -5.92 3.62  0.0838
H 4.61 0.02 -2.00  0.0881
H 4.02 1.69 -2.26  0.0848
H -2.70 4.34 3.17  0.0721
H -0.27 3.11 -4.64  0.0914
H -4.33 1.06 -0.36  0.0115
H 2.50 -4.05 -1.61  0.0114
H 3.65 0.15 -6.76  0.1054
H 1.51 2.32 5.65  0.0088
H 3.01 0.52 -1.39  0.0582
H 3.19 2.21 5.11  0.0190
H 3.79 1.90 2.63  0.0180
H -2.17 1.53 -4.94  0.0925
H 2.76 -1.92 -5.68  0.1246
H 2.41 1.10 -5.92  0.1163
H -4.82 2.59 -1.11  0.0243
H -1.74 4.09 -1.13  0.0018
H -0.23 -6.01 4.44  0.0837
H 4.64 -0.52 -4.63  0.1201

[2]
The following is a DFT calculation (the ωB97M-V functional and the def2-TZVPD basis) of 2 unconnected molecules or ions with the total composition C37H50BN3O4S at a distorted geometry.

HOMO-LUMO gap	7.7	eV
net charge	0
SMILES string	CCOB(O)c1cc(CCC(=O)O)cc2c1Nc1c(CCCCCCCCCCCCn3cccc3)cccc1S2.c1cc[nH]c1
E_LUMO	-0.13	eV

Each line ends with the Löwdin charge.
Cartesian coordinates (Å):
S -0.83 -1.19 2.27  0.8549
O -4.86 2.63 3.01  0.0136
O -4.32 -5.61 -0.27  0.0933
O -6.21 -4.07 -0.71  -0.0363
O -4.46 1.72 5.07  0.0024
N -1.88 -3.39 0.37  0.0520
N 5.59 7.13 -0.52  0.0025
N 1.68 4.70 0.40  -0.1593
C 3.91 0.88 0.32  -0.2059
C -5.87 -3.91 -3.25  -0.0924
C 0.74 5.58 2.58  -0.0676
C -0.14 -1.29 -2.68  -0.0299
C -0.38 4.69 1.87  -0.0632
C -6.45 0.77 3.55  -0.0869
C -6.19 -0.76 4.06  -0.1591
C -5.84 -3.18 -1.82  -0.2344
C -2.96 -2.85 1.19  -0.1262
C 3.63 -3.26 0.03  -0.1912
C 4.01 -0.61 -0.32  -0.2150
C 0.31 4.22 0.54  -0.0936
C 0.98 -4.66 -2.67  -0.2037
C 3.90 3.52 -0.30  -0.1650
C -1.54 -3.63 -2.75  -0.1426
C 1.93 -4.84 -1.36  -0.1959
C -4.47 -3.27 1.12  0.0040
C 1.93 5.48 1.60  -0.1060
C 7.43 8.07 -1.33  -0.1145
C 6.65 6.38 -0.08  -0.1501
C -1.11 -2.36 -0.36  -0.1494
C 2.66 4.50 -0.70  -0.1615
C 6.06 8.17 -1.28  -0.1399
C 3.62 -1.78 0.71  -0.2150
C 2.10 -3.51 -0.48  -0.2100
C -5.53 -2.61 2.06  0.0465
C -5.24 1.76 3.86  -0.3785
C -2.62 -1.73 2.25  -0.3671
C 0.34 -0.03 -0.27  -0.0698
C 3.45 2.01 -0.74  -0.2138
C -0.91 -2.39 -1.91  -0.1264
C 7.80 6.93 -0.57  -0.1131
C -3.66 -1.07 3.19  -0.0104
C -5.15 -1.51 3.11  -0.1535
C -0.47 -1.15 0.43  -0.3920
C -0.59 -4.92 -2.40  -0.1908
C 0.49 -0.13 -1.82  -0.0725
B -4.99 -4.36 0.05  -0.4917
H -7.21 -1.29 3.91  0.1155
H 3.85 1.80 -1.80  0.1211
H 5.13 -0.75 -0.58  0.1137
H 8.09 8.74 -1.86  0.0910
H -0.02 -1.30 -3.82  0.1001
H 6.49 5.51 0.54  0.1011
H -4.96 -4.58 -3.46  0.0671
H -6.74 0.77 2.43  0.1407
H 4.36 -1.84 1.60  0.1121
H 1.41 -3.58 0.45  0.1174
H -4.79 -2.71 -1.65  0.1211
H -4.28 -5.60 -1.26  0.1030
H 0.68 6.16 3.56  0.0772
H -0.75 -5.30 -1.33  0.1001
H 8.80 6.57 -0.41  0.0911
H 2.96 -5.16 -1.77  0.1059
H 1.48 -5.73 -0.78  0.1124
H -0.95 -5.77 -3.10  0.1093
H -5.93 -0.80 5.17  0.1209
H 4.97 1.17 0.66  0.1125
H -6.56 -2.28 -1.89  0.1335
H -6.62 -2.95 1.94  0.1087
H 2.97 5.96 1.64  0.0986
H 4.12 3.50 0.83  0.1127
H 0.80 0.85 0.32  0.0887
H -6.85 -4.54 -3.30  0.0942
H 3.45 -0.67 -1.32  0.0987
H 1.84 -2.62 -1.14  0.0840
H 4.40 -3.35 -0.81  0.1131
H 5.38 8.88 -1.72  0.1055
H -0.26 3.57 -0.22  0.1068
H -2.61 -3.80 -2.38  0.0854
H 1.05 0.67 -2.44  0.0843
H -7.38 1.20 4.09  0.1296
H 3.83 -4.00 0.88  0.1057
H -3.33 -0.26 3.94  0.1017
H 2.30 2.05 -0.85  0.0686
H -3.59 2.15 4.90  0.1272
H 2.06 4.08 -1.59  0.1319
H 2.59 -1.53 1.18  0.0978
H 1.21 -3.66 -3.18  0.0996
H 3.26 0.86 1.27  0.1105
H 1.31 -5.48 -3.42  0.1070
H -1.44 4.48 2.24  0.0767
H -1.47 -3.38 -3.87  0.1141
H 4.81 3.81 -0.94  0.1113
H -2.15 -4.19 -0.22  0.0856
H 3.10 5.50 -1.07  0.1075
H -5.95 -3.17 -4.14  0.0869
H 4.62 6.94 -0.31  0.1157

[3]
The following is a DFT calculation (the ωB97M-V functional and the def2-TZVPD basis) of a molecular structure, C37H50BN6OTeTi at a distorted geometry.

spin multiplicity	2
HOMO-LUMO gap (alpha / beta)	7.5 / 7.5	eV
net charge	+2
E_LUMO (alpha / beta)	-6.39 / -6.49	eV
<S²>	0.757

Each line ends with the natural charge from an NBO analysis.
Cartesian coordinates (Å):
Te -0.95 -2.08 -0.76  0.9295
Ti 0.36 0.50 0.41  1.4284
O -0.46 -1.74 2.36  -0.4571
N 1.84 0.68 -1.88  -0.3351
N -1.11 1.27 -0.71  -0.4944
N 1.91 -0.07 -0.74  -0.4912
N 1.33 2.78 -0.61  -0.3264
N -0.51 1.62 -1.89  -0.3396
N 1.12 2.25 0.63  -0.4955
C 1.36 2.87 3.02  -0.0924
C -2.69 1.87 -2.16  -0.3307
C 0.02 -6.84 -0.18  -0.1742
C 3.01 0.91 -4.07  -0.6571
C -5.14 -3.13 -0.96  -0.2085
C 0.00 -4.87 -1.56  -0.1842
C 2.69 3.10 3.74  -0.5933
C 3.04 -3.21 0.08  -0.5943
C -2.80 1.04 1.60  -0.5778
C -2.44 1.48 -0.85  0.2682
C 3.52 -0.72 -2.13  -0.3287
C -0.24 -1.07 1.45  0.2010
C 2.98 -0.90 -0.86  0.2652
C -1.45 1.97 -2.79  0.2840
C 3.56 -1.78 0.23  -0.0931
C -2.97 -2.50 -0.18  -0.2717
C -3.84 -2.75 -1.24  -0.1721
C -5.57 -3.26 0.35  -0.1750
C -1.15 2.40 -4.18  -0.6586
C 0.21 -6.23 -1.41  -0.1955
C 0.29 3.85 3.55  -0.5899
C 1.88 4.01 -0.47  0.2934
C -0.39 -6.09 0.92  -0.1841
C 5.09 -1.76 0.08  -0.5943
C 2.80 0.30 -2.74  0.2821
C -4.69 -3.00 1.39  -0.1787
C -3.71 3.08 0.49  -0.5880
C -3.38 -2.62 1.13  -0.2636
C 0.89 1.43 3.24  -0.5694
C -0.61 -4.73 0.78  -0.2473
C 2.03 4.25 0.89  -0.3290
C 1.53 3.13 1.55  0.2624
C -0.43 -4.14 -0.46  -0.2652
C 2.23 4.90 -1.60  -0.6586
C -3.41 1.58 0.31  -0.0968
C -4.72 0.84 -0.01  -0.5943
C 3.22 -1.23 1.62  -0.5883
B 1.01 1.98 -1.91  0.4904
H -2.62 -0.03 1.53  0.2126
H 1.37 5.10 -2.23  0.2441
H 3.01 4.45 -2.23  0.2441
H 2.58 2.88 4.80  0.2308
H 3.75 0.34 -4.63  0.2528
H -0.68 3.64 3.09  0.2085
H 3.43 -0.15 1.66  0.2122
H 5.41 -2.22 -0.86  0.2172
H 3.03 4.13 3.64  0.2281
H 3.45 -3.84 0.87  0.2318
H 0.19 -7.90 -0.07  0.2392
H 0.58 1.30 4.28  0.2646
H -2.80 3.63 0.74  0.2094
H -0.54 -6.56 1.88  0.2372
H 4.37 -1.23 -2.55  0.2559
H -5.40 0.93 0.83  0.2284
H 2.44 5.14 1.34  0.2574
H -0.47 1.71 -4.67  0.2382
H -3.50 -2.65 -2.26  0.2208
H -0.68 3.39 -4.19  0.2474
H 2.19 -1.43 1.88  0.1958
H 3.39 1.93 -3.98  0.2450
H 3.47 2.44 3.34  0.2164
H -0.92 -4.15 1.64  0.2285
H -4.56 -0.21 -0.21  0.2170
H 5.47 -0.74 0.12  0.2195
H 0.19 3.74 4.63  0.2308
H 0.56 4.88 3.34  0.2290
H 2.61 5.84 -1.22  0.2535
H 0.15 -4.39 -2.52  0.2211
H -2.72 -2.44 1.97  0.2278
H 0.53 -6.82 -2.26  0.2364
H 3.84 -1.72 2.37  0.2452
H -4.43 3.21 1.30  0.2297
H -5.02 -3.10 2.42  0.2357
H -2.07 2.46 -4.75  0.2531
H 3.33 -3.63 -0.88  0.2245
H 0.00 1.21 2.63  0.1658
H 1.95 -3.24 0.15  0.2029
H 5.54 -2.33 0.89  0.2298
H -5.82 -3.34 -1.78  0.2396
H -3.64 2.11 -2.59  0.2558
H -5.21 1.29 -0.88  0.2200
H 2.09 0.94 -4.65  0.2384
H 1.68 0.71 3.04  0.2329
H -6.58 -3.56 0.57  0.2402
H -1.86 1.57 1.82  0.1872
H -4.14 3.50 -0.41  0.2233
H -3.48 1.21 2.43  0.2466
H 1.27 2.62 -2.87  0.0169

> Among the records above, which one has the highest net charge?

C37H50BN6OTeTi